C5H7NO | wB97M-V/def2-TZVPD

Values from the calculation:
Molar mass (g mol⁻¹): 97.12
Orbital gap (eV): 10.3
SMILES: CCC(=O)[C@@H]1C=N1

```
! RIJCOSX wB97M-V def2-TZVPD def2/J DEFGRID3
* xyz 0 1
C -2.80 -0.11 -0.46
C -0.20 0.69 0.08
C -1.35 -0.50 -0.31
C 2.15 0.15 -0.12
C 0.93 -0.04 0.69
N -2.53 -0.48 0.66
O -0.39 1.86 -0.05
H -3.60 0.01 -1.16
H -0.97 -1.51 -0.69
H 1.95 -0.09 -1.14
H 3.03 -0.39 0.23
H 2.23 1.26 -0.15
H 0.98 0.26 1.74
H 0.56 -1.10 0.69
*
```

Let us look at the natural (NBO) charges, expressed in e, one per atom:
1. C 0.082
2. C 0.629
3. C -0.293
4. C -0.604
5. C -0.517
6. N -0.291
7. O -0.522
8. H 0.218
9. H 0.197
10. H 0.207
11. H 0.222
12. H 0.223
13. H 0.239
14. H 0.210